The following is a quantum chemistry calculation of 2 unconnected molecules or ions with the total composition C12H27N4O4, from the OMol25 dataset.

Each atom is followed by the atoms it is bonded to, with distances in Å.
CARTESIAN COORDINATES (ANGSTROEM)
1 N 1.092 -0.488 1.342  C2 1.395, H12 1.012, H13 1.012
2 C 0.411 -1.404 0.541  N1 1.395, O3 1.226, C4 1.510
3 O 0.299 -1.264 -0.671  C2 1.226
4 C -0.173 -2.594 1.265  C2 1.510, C5 1.539, H14 1.078, H15 1.084
5 C 0.888 -3.466 1.959  C4 1.539, C6 1.524, H16 1.084, H17 1.082
6 C 2.213 -3.558 1.211  C5 1.524, C7 1.590, N11 1.524, H18 1.081
7 C 2.732 -4.957 0.661  C6 1.590, N8 1.489, H19 1.077, H20 1.084
8 N 3.989 -5.261 1.398  C7 1.489, C9 1.406, H21 1.013
9 C 4.386 -3.933 1.637  N8 1.406, N10 1.308, N11 1.411
10 N 5.537 -3.410 1.301  C9 1.308, H22 1.011, H23 1.009
11 N 3.315 -3.212 2.205  C6 1.524, C9 1.411, H24 1.020
12 H 1.759 0.009 0.764  N1 1.012
13 H 1.631 -0.947 2.066  N1 1.012
14 H -0.752 -3.192 0.581  C4 1.078
15 H -0.835 -2.213 2.035  C4 1.084
16 H 0.483 -4.470 2.010  C5 1.084
17 H 1.038 -3.141 2.980  C5 1.082
18 H 2.360 -2.871 0.390  C6 1.081
19 H 2.040 -5.777 0.564  C7 1.077
20 H 3.093 -4.703 -0.329  C7 1.084
21 H 3.900 -5.836 2.226  N8 1.013
22 H 5.555 -2.652 0.633  N10 1.011
23 H 6.419 -3.758 1.644  N10 1.009
24 H 3.098 -3.856 2.966  N11 1.020
25 C -0.278 1.255 -2.710  O26 1.412, H34 1.093, H35 1.088, H36 1.098
26 O -1.291 1.881 -1.951  C25 1.412, C27 1.413
27 C -0.926 2.038 -0.595  O26 1.413, C28 1.512, H37 1.099, H38 1.098
28 C -1.874 2.983 0.109  C27 1.512, O29 1.418, H39 1.092, H40 1.092
29 O -1.576 4.353 -0.102  C28 1.418, C30 1.421
30 C -1.937 4.890 -1.368  O29 1.421, C31 1.511, H41 1.092, H42 1.091
31 C -3.417 5.159 -1.515  C30 1.511, O32 1.417, H43 1.099, H44 1.097
32 O -4.109 3.966 -1.840  C31 1.417, C33 1.409
33 C -5.501 4.103 -1.667  O32 1.409, H45 1.096, H46 1.088, H47 1.096
34 H -0.039 0.264 -2.316  C25 1.093
35 H -0.646 1.155 -3.729  C25 1.088
36 H 0.627 1.877 -2.725  C25 1.098
37 H 0.097 2.434 -0.523  C27 1.099
38 H -0.967 1.057 -0.104  C27 1.098
39 H -1.755 2.831 1.184  C28 1.092
40 H -2.912 2.758 -0.147  C28 1.092
41 H -1.570 4.263 -2.183  C30 1.092
42 H -1.419 5.849 -1.425  C30 1.091
43 H -3.572 5.886 -2.324  C31 1.099
44 H -3.805 5.577 -0.578  C31 1.097
45 H -5.746 4.300 -0.617  C33 1.096
46 H -5.964 3.165 -1.964  C33 1.088
47 H -5.900 4.909 -2.292  C33 1.096

Properties
Highest occupied orbital energy = -10.5 eV
Frontier orbital gap = 4.30 eV
2S+1 = 1
E_LUMO = -6.23 eV
Charge = +1
Energy = -993.0289 hartree